This record from the Open Molecules 2025 dataset describes a 3-piece molecular cluster, C5H16O2S overall. The level of theory is ωB97M-V with the def2-TZVPD basis set.

Computed properties:
**Energy above the lowest of the compared OMol25 structures with the same formula, charge and spin**: 11.21 kcal/mol
**Structure (SMILES)**: CCCCSC.O.O
**2S+1**: 1
**Lowest unoccupied orbital energy**: 0.0162 Eh
**E_tot**: -748.7545 hartree
**Max |F|**: 1.1 eV Å⁻¹
**Net charge**: 0

Each line ends with the Löwdin charge.
Atoms and positions in Å:
C 2.041 -1.975 1.202  -0.104
C 0.800 -1.530 0.406  -0.263
C 0.709 -0.020 0.212  -0.289
C 0.306 0.691 1.495  -0.502
S -1.393 0.407 2.081  0.803
C -2.339 1.164 0.755  -0.427
H 2.724 -1.133 1.316  0.066
H 1.762 -2.257 2.222  0.067
H 2.509 -2.865 0.783  0.066
H -0.105 -1.848 0.894  0.080
H 0.822 -2.037 -0.562  0.105
H -0.019 0.151 -0.588  0.053
H 1.656 0.449 -0.061  0.107
H 0.888 0.358 2.354  0.066
H 0.400 1.770 1.434  0.068
H -2.806 2.077 1.111  0.024
H -3.093 0.513 0.299  0.030
H -1.675 1.443 -0.073  0.026
H -2.317 -0.374 -1.816  0.030
H -1.134 0.309 -2.527  -0.003
O -1.432 -0.534 -2.153  -0.064
H 0.407 2.430 -3.305  0.060
H 1.005 1.302 -2.436  0.046
O 0.284 1.508 -3.044  -0.044

This record from the Open Molecules 2025 dataset describes an isolated molecule of C3H6ClNS. The level of theory is ωB97M-V with the def2-TZVPD basis set.

Computed properties:
**Energy above the lowest of the compared OMol25 structures with the same formula, charge and spin**: 38.57 kcal/mol
**Structure (SMILES)**: C/N=C(\Cl)SC
**2S+1**: 1
**Lowest unoccupied orbital energy**: 0.0274 Eh
**E_tot**: -1030.9909 hartree
**Max |F|**: 3.8 eV Å⁻¹
**Net charge**: 0

Each line ends with the Löwdin charge.
Atoms and positions in Å:
C -0.811 -0.252 -0.418  -0.952
C -0.042 1.875 -1.062  -0.178
C 0.770 -1.790 1.576  -0.467
N 0.037 0.677 -0.314  -0.086
S -0.618 -1.991 0.515  0.750
Cl -2.160 -0.281 -1.508  0.623
H -0.635 1.895 -2.014  0.069
H 0.842 2.272 -1.382  0.033
H -0.445 2.774 -0.515  0.105
H 1.035 -0.657 1.364  0.069
H 1.529 -2.495 1.191  0.031
H 0.497 -2.028 2.568  0.003

This record from the Open Molecules 2025 dataset describes an isolated molecule of C6H7N3S. The level of theory is ωB97M-V with the def2-TZVPD basis set.

Computed properties:
**Energy above the lowest of the compared OMol25 structures with the same formula, charge and spin**: 84.22 kcal/mol
**2S+1**: 1
**Lowest unoccupied orbital energy**: 0.0138 Eh
**E_tot**: -795.1173 hartree
**Max |F|**: 4.3 eV Å⁻¹
**Net charge**: 0

Each line ends with the Löwdin charge.
Atoms and positions in Å:
C 2.634 0.717 -0.015  -0.180
C 2.692 -0.584 -0.158  -0.143
C 0.421 1.240 0.483  -0.182
C 0.460 -1.333 0.159  -0.611
C -1.785 0.346 0.506  -0.516
C -2.912 0.410 -0.499  -0.131
N 1.611 1.558 0.344  0.085
N -0.790 1.250 0.492  0.091
N 1.663 -1.546 -0.210  -0.054
S -1.074 -1.717 0.373  0.900
H 3.609 1.223 -0.176  0.115
H 3.616 -0.895 -0.647  0.107
H -2.140 0.313 1.554  0.101
H -3.576 1.200 -0.010  0.086
H -3.702 -0.477 -0.482  0.114
H -2.643 0.868 -1.410  0.050
H 1.915 -2.575 -0.305  0.168

This record from the Open Molecules 2025 dataset describes C6H6B2F14N3NiO4S2 as an isolated structure. The level of theory is ωB97M-V with the def2-TZVPD basis set.

Computed properties:
**Energy above the lowest of the compared OMol25 structures with the same formula, charge and spin**: 0.00 kcal/mol
**2S+1**: 3
**Lowest unoccupied orbital energy (alpha / beta)**: 0.0775 / 0.0774 Eh
**E_tot**: -4450.5376 hartree
**<S²>**: 2.00
**Max |F|**: 3.9 eV Å⁻¹
**Net charge**: -1

Each line ends with the Löwdin charge.
Atoms and positions in Å:
Ni -29.495 24.815 27.423  0.696
B -30.458 27.888 26.344  -1.222
F -29.599 28.501 25.426  0.115
F -31.600 27.410 25.689  0.109
F -29.764 26.757 26.910  0.044
F -30.844 28.786 27.347  0.099
B -30.087 24.043 24.979  -1.230
F -30.166 25.001 23.985  0.167
F -28.843 24.126 25.656  0.084
F -31.003 24.277 26.039  0.096
F -30.296 22.770 24.447  0.127
C -27.281 27.428 29.970  -0.673
F -28.394 28.028 29.638  0.185
F -26.238 27.889 29.304  0.159
F -27.021 27.619 31.264  0.133
S -27.421 25.531 29.754  0.673
O -26.232 24.965 30.314  -0.278
O -28.678 25.158 30.357  -0.326
N -27.634 25.250 28.070  -0.326
S -26.208 25.204 27.288  0.626
O -26.506 25.612 25.921  -0.267
O -25.056 25.826 27.872  -0.274
C -25.847 23.318 27.235  -0.692
F -26.809 22.726 26.562  0.147
F -24.665 23.114 26.718  0.174
F -25.876 22.816 28.464  0.121
C -28.226 20.766 29.040  -0.036
C -29.029 21.936 28.706  -0.160
N -29.639 22.865 28.443  0.209
H -28.821 19.919 29.382  0.086
H -27.546 20.908 29.881  0.092
H -27.628 20.503 28.170  0.088
C -31.520 26.264 31.124  -0.030
C -31.258 25.767 29.782  -0.183
N -31.086 25.446 28.708  0.199
H -32.565 26.398 31.401  0.087
H -31.087 27.265 31.155  0.095
H -31.090 25.583 31.857  0.086

This record from the Open Molecules 2025 dataset describes a 2-piece molecular cluster, C13H9F9N4O overall. The level of theory is ωB97M-V with the def2-TZVPD basis set.

Computed properties:
**Energy above the lowest of the compared OMol25 structures with the same formula, charge and spin**: 197.06 kcal/mol
**Structure (SMILES)**: FC(F)(F)C(F)(F)C(F)(F)C(F)(F)c1cnc2ccccc2n1.NC(N)=O
**2S+1**: 1
**Lowest unoccupied orbital energy**: -0.0767 Eh
**E_tot**: -1693.3161 hartree
**Max |F|**: 7.1 eV Å⁻¹
**Net charge**: 0

Each line ends with the Löwdin charge.
Atoms and positions in Å:
F -2.490 4.174 -1.747  0.030
C -2.871 2.724 -1.559  -0.115
F -2.935 2.323 -0.130  0.050
F -4.291 2.640 -2.069  0.025
C -1.994 1.708 -2.514  -0.073
F -2.980 0.690 -3.036  0.023
F -1.479 2.403 -3.751  0.042
C -0.841 0.851 -1.723  -0.095
F -1.472 -0.152 -0.806  0.035
F -0.139 0.027 -2.778  0.003
C 0.330 1.754 -1.011  -0.150
F 0.258 3.205 -1.303  0.020
F 1.673 1.295 -1.527  -0.004
C 0.325 1.422 0.623  -0.074
C -0.299 2.545 1.620  -0.012
N -0.423 2.399 3.110  0.055
C 0.109 1.063 3.549  -0.139
C 0.031 0.731 5.180  -0.006
C 0.554 -0.672 5.868  -0.062
C 1.236 -1.783 4.873  -0.053
C 1.352 -1.452 3.238  0.012
C 0.771 -0.045 2.560  -0.127
N 0.899 0.107 1.070  0.115
H -0.716 3.543 1.127  0.124
H -0.442 1.532 5.927  0.100
H 0.452 -0.861 7.042  0.101
H 1.622 -2.804 5.337  0.093
H 1.863 -2.279 2.577  0.094
C 1.524 -3.901 -3.696  -0.725
O 1.611 -5.118 -3.641  0.018
N 2.528 -3.119 -4.131  0.148
N 0.417 -3.234 -3.324  0.155
H 2.475 -2.116 -4.183  0.096
H 3.380 -3.581 -4.421  0.111
H -0.363 -3.786 -2.990  0.113
H 0.326 -2.233 -3.362  0.072

This record from the Open Molecules 2025 dataset describes an isolated molecule of C4H7NO. The level of theory is ωB97M-V with the def2-TZVPD basis set.

Computed properties:
**Energy above the lowest of the compared OMol25 structures with the same formula, charge and spin**: 47.58 kcal/mol
**Structure (SMILES)**: C=NCC(C)=O
**2S+1**: 1
**Lowest unoccupied orbital energy**: 0.0336 Eh
**E_tot**: -286.5558 hartree
**Max |F|**: 1.0 eV Å⁻¹
**Net charge**: 0

Each line ends with the Löwdin charge.
Atoms and positions in Å:
C 1.874 0.434 0.306  -0.014
C 0.395 0.383 0.083  -0.432
C -0.369 -0.955 0.265  -0.188
N -1.772 -0.626 0.331  -0.031
C -2.057 0.112 -0.661  -0.077
O -0.205 1.421 -0.079  0.060
H 2.308 1.258 -0.265  0.089
H 1.968 0.676 1.370  0.098
H 2.391 -0.501 0.093  0.080
H -1.392 0.134 -1.531  0.086
H -0.109 -1.700 -0.503  0.128
H -0.061 -1.339 1.240  0.116
H -2.971 0.703 -0.648  0.085